[1]
ORCA calculation (ωB97M-V/def2-TZVPD) on 2 unconnected molecules or ions with the total composition C22H36BClFN2O2 in a non-equilibrium geometry.

The HOMO energy is -7.78 eV. The LUMO energy is -5.4 eV. Its total charge is +1.

Last column: Mulliken charge in e.
Geometry (Å):
C 3.146 -1.183 8.987  -1.96
C 1.997 -2.108 8.589  1.66
C 2.193 -3.417 9.334  -1.87
O 0.775 -1.512 8.967  -0.54
B 0.290 -0.813 7.787  1.11
C -1.258 -1.319 7.471  -0.03
C -1.739 -1.268 6.171  -0.15
C -3.050 -1.684 5.886  -0.79
C -3.866 -2.170 6.911  -0.35
C -3.359 -2.261 8.212  -0.66
C -2.043 -1.847 8.486  -0.42
C 0.171 0.850 8.119  -0.72
C -0.310 1.723 7.028  0.10
C 0.350 1.931 5.870  -0.71
O 1.108 -1.101 6.636  -0.65
C 1.858 -2.248 6.988  1.72
C 3.164 -2.235 6.218  -1.93
C 1.094 -3.513 6.598  -1.96
H 4.112 -1.667 8.805  0.39
H 3.118 -0.229 8.442  0.29
H 3.072 -0.975 10.062  0.44
H 3.135 -3.887 9.021  0.33
H 2.263 -3.217 10.411  0.46
H 1.367 -4.116 9.166  0.37
H -1.110 -0.886 5.365  0.35
H -3.412 -1.618 4.858  0.38
H -4.892 -2.481 6.698  0.36
H -3.972 -2.652 9.025  0.38
H -1.654 -1.936 9.501  0.38
H -0.528 0.898 8.969  0.14
H 1.176 1.145 8.465  0.32
H -1.259 2.251 7.206  0.23
H -0.018 2.644 5.130  0.14
H 1.291 1.401 5.684  0.24
H 3.774 -3.104 6.493  0.34
H 2.945 -2.303 5.145  0.46
H 3.731 -1.316 6.398  0.36
H 1.725 -4.398 6.755  0.39
H 0.165 -3.634 7.169  0.31
H 0.847 -3.464 5.530  0.43
Cl -6.107 6.290 0.427  -0.06
C -4.509 5.549 0.165  -0.45
N -3.812 5.168 1.428  -0.39
C -3.493 6.361 2.317  -0.34
C -2.717 5.905 3.511  -0.69
N -2.489 4.444 3.359  0.05
F -1.687 4.001 4.533  -0.18
C -1.701 4.136 2.135  -0.63
C -2.513 4.571 0.968  -0.43
C -3.791 3.728 3.422  -0.68
C -4.574 4.114 2.212  -0.31
H -4.649 4.635 -0.427  0.40
H -3.879 6.270 -0.369  0.40
H -2.908 7.056 1.704  0.39
H -4.446 6.831 2.578  0.43
H -1.733 6.376 3.572  0.41
H -3.279 6.029 4.442  0.44
H -0.769 4.706 2.196  0.37
H -1.517 3.058 2.110  0.41
H -2.776 3.741 0.301  0.44
H -2.017 5.348 0.374  0.42
H -3.579 2.657 3.455  0.41
H -4.276 4.065 4.344  0.41
H -5.554 4.542 2.450  0.43
H -4.715 3.266 1.534  0.42

Force components x, y, z for each atom (eV/Å):
C 0.2 0.2 -0.1
C 0.4 -0.1 -0.6
C 0.0 -0.3 0.0
O 0.3 0.0 -0.5
B -1.7 0.0 -0.1
C 0.9 0.2 0.3
C -1.0 0.0 -0.3
C 0.3 0.1 0.2
C 0.0 0.0 0.1
C 0.3 0.1 0.0
C -1.1 -0.1 -0.1
C -0.3 0.5 0.3
C 0.3 0.1 0.0
C 0.0 0.0 0.2
O 0.6 0.1 0.3
C 0.3 -0.2 0.7
C 0.3 0.0 0.0
C -0.2 -0.3 0.1
H -0.1 0.1 0.0
H 0.0 -0.2 0.1
H 0.0 0.0 -0.2
H -0.2 0.0 0.1
H -0.1 0.0 -0.2
H 0.1 0.1 0.0
H 0.0 -0.1 0.2
H -0.1 -0.1 0.2
H 0.3 0.0 0.1
H 0.1 0.0 -0.3
H 0.0 0.1 -0.3
H 0.4 0.0 -0.2
H -0.2 -0.1 -0.2
H 0.2 -0.2 -0.3
H 0.1 -0.4 0.1
H -0.3 0.3 0.0
H 0.0 0.2 0.0
H 0.0 0.0 0.2
H -0.1 -0.2 0.0
H -0.2 0.1 0.0
H 0.2 0.1 -0.2
H 0.0 0.0 0.2
Cl 0.7 -0.3 0.1
C -0.9 0.5 -0.5
N 0.1 0.0 0.1
C -0.9 0.5 -1.3
C 0.7 -0.8 1.0
N -0.5 0.3 -0.5
F 0.5 -0.1 0.8
C 0.5 -0.3 1.3
C -0.6 0.3 -1.5
C 0.9 -0.2 1.0
C -1.0 0.5 -1.3
H 0.1 0.3 0.2
H -0.2 -0.3 0.2
H -0.2 -0.1 0.0
H 0.2 -0.1 -0.1
H -0.2 0.0 0.2
H 0.3 0.1 -0.1
H 0.0 -0.3 0.2
H 0.2 0.2 0.2
H 0.2 0.2 0.2
H 0.0 -0.3 0.1
H 0.0 0.1 0.2
H 0.2 -0.3 -0.1
H 0.2 -0.1 0.0
H 0.0 0.2 0.0

[2]
ORCA calculation (ωB97M-V/def2-TZVPD) on 15 unconnected molecules or ions with the total composition H30O15 in a non-equilibrium geometry.

The HOMO energy is -8.79 eV. The LUMO energy is -0.9 eV. Its total charge is 0.

Last column: Mulliken charge in e.
Geometry (Å):
O 0.595 1.996 -3.584  -0.64
H 0.974 1.364 -4.248  0.30
H 1.009 1.533 -2.803  0.37
O -2.827 -0.984 -0.516  -0.75
H -2.614 -1.804 -0.941  0.25
H -2.603 -1.068 0.394  0.41
O 2.039 1.194 -1.386  -0.69
H 2.806 1.744 -1.103  0.26
H 2.274 0.244 -1.493  0.39
O 2.580 -0.012 2.055  -0.71
H 2.095 0.793 1.793  0.35
H 2.231 -0.776 1.593  0.40
O 1.458 2.373 1.277  -0.65
H 1.081 3.068 1.868  0.32
H 0.844 2.506 0.532  0.23
O -0.139 0.078 0.362  2.28
H 0.360 0.772 -0.076  -0.60
H -0.448 -0.512 -0.325  -0.32
O 2.101 -2.303 0.998  -0.80
H 2.348 -2.209 0.077  0.50
H 1.176 -2.621 0.912  0.35
O -0.595 -2.989 1.333  -0.72
H -0.375 -2.907 2.257  0.33
H -0.723 -3.964 1.188  0.25
O -0.281 0.054 3.084  -0.65
H -1.170 0.290 3.376  0.35
H -0.185 0.224 2.151  -0.03
O -2.367 1.471 -1.496  -0.69
H -2.584 0.772 -0.850  0.34
H -1.476 1.713 -1.313  0.30
O 2.550 -1.352 -1.472  -0.77
H 1.655 -1.494 -1.751  0.33
H 3.055 -1.864 -2.149  0.35
O -0.193 2.802 -0.805  -0.68
H 0.646 2.824 -1.320  0.23
H -0.489 3.729 -0.772  0.24
O -1.990 1.925 1.642  -0.67
H -1.788 1.105 1.250  0.04
H -2.665 2.445 1.135  0.33
O -2.643 -1.379 2.085  -0.63
H -3.171 -2.186 1.953  0.32
H -1.822 -1.671 1.702  0.37
O -0.129 -1.427 -1.888  -0.70
H -0.252 -2.376 -1.972  0.27
H -0.340 -1.114 -2.776  0.25

Force components x, y, z for each atom (eV/Å):
O 1.2 -2.2 -0.1
H -0.7 1.2 0.2
H -0.4 1.1 -0.3
O -0.6 0.4 -1.5
H 0.1 -0.5 -0.3
H -0.2 -0.1 1.5
O 0.2 0.8 0.0
H -0.7 -1.1 -0.1
H 0.7 0.7 0.5
O 0.6 1.2 0.3
H 0.2 -0.6 0.2
H -0.2 -0.1 0.0
O -0.7 1.7 0.4
H 0.7 -1.0 -0.1
H 0.1 -0.3 0.1
O -0.2 0.0 0.4
H 0.2 0.0 -0.1
H -0.1 0.0 -0.3
O -1.1 -1.5 -0.2
H 0.6 0.3 -0.2
H 0.6 0.4 0.4
O -0.3 -1.9 -1.1
H 0.3 0.2 0.9
H 0.1 1.4 0.3
O 0.0 -0.6 1.4
H 0.2 0.1 -0.5
H 0.0 0.2 -0.5
O -1.6 -0.6 0.0
H 0.1 0.3 -0.8
H 1.0 0.5 0.2
O 1.9 -1.1 -1.3
H -1.6 -0.1 -0.1
H -0.1 0.7 0.8
O 1.2 1.1 -0.5
H -0.9 0.0 0.1
H -0.1 -0.5 0.0
O -1.3 3.0 0.9
H 0.1 -1.3 -1.3
H 1.0 -1.4 0.4
O -1.1 -0.4 0.2
H -0.2 0.5 0.3
H 1.2 -0.1 0.3
O 0.2 -0.5 -0.8
H -0.1 -0.3 0.2
H -0.3 0.5 0.0